1.
ORCA calculation (ωB97M-V with the def2-TZVPD basis set) on C24H28IIrN5O2 as an isolated structure in a non-equilibrium geometry.

```
61
Properties=species:S:1:pos:R:3:forces:R:3
Ir -0.07246 -0.10427 0.14030 -0.622 0.867 -1.612
C -2.21474 -2.16921 -1.63408 0.206 0.167 -0.535
N -1.80376 -1.76804 -0.29431 1.156 1.383 0.696
C -1.10026 -2.84470 0.43680 0.270 -0.670 0.289
C 0.01315 -3.55856 -0.33505 0.026 0.348 -0.051
C 1.26749 -2.71842 -0.61579 -0.014 -0.782 0.248
N 0.97496 -1.47900 -1.29140 -0.216 0.977 2.057
C 1.35330 -1.27888 -2.49843 -0.030 0.616 -0.410
C 1.17986 -0.08680 -3.27325 -0.195 0.570 0.438
C 1.52218 -0.13469 -4.63586 -0.021 0.261 -0.306
C 1.40696 0.96340 -5.45349 0.098 -0.466 -0.091
C 0.96496 2.17931 -4.92395 0.123 -0.182 0.174
C 0.65132 2.27647 -3.59617 -0.136 -0.207 0.391
C 0.71435 1.15492 -2.71884 0.413 -0.506 -1.584
O 0.37833 1.33703 -1.49899 -0.729 -1.091 2.358
C -2.97777 -1.35117 0.48382 -0.503 0.280 0.351
C -3.77666 -0.17617 -0.09204 0.273 -0.016 -0.030
C -2.94701 1.08651 -0.39391 -0.404 -0.376 -0.519
N -1.88087 1.19587 0.55435 2.010 -0.210 0.065
C -1.83670 2.14165 1.41102 -0.050 0.153 0.320
C -0.94783 2.17762 2.52823 0.739 -0.670 0.227
C -0.83283 3.34580 3.28250 0.086 0.087 0.264
C -0.05711 3.39296 4.41721 0.017 0.158 -0.065
C 0.63125 2.24553 4.82586 -0.223 0.164 -0.026
C 0.52603 1.07094 4.12730 -0.223 -0.290 -0.544
C -0.25086 0.99120 2.94161 -0.021 2.123 0.583
O -0.34518 -0.11402 2.30642 -0.081 -3.015 -1.851
H -2.87386 -3.04471 -1.59190 0.054 0.027 0.098
H -1.35365 -2.39949 -2.25574 -0.038 0.015 0.048
H -2.75009 -1.35407 -2.11175 -0.002 0.014 -0.008
H -1.82400 -3.61448 0.74521 -0.077 0.160 -0.115
H -0.68572 -2.40092 1.34991 -0.219 -0.143 -0.021
H -0.38314 -3.96381 -1.26703 0.074 -0.074 0.009
H 0.32945 -4.41330 0.26686 -0.074 0.022 -0.001
H 1.97833 -3.33039 -1.18729 -0.074 0.143 0.003
H 1.73592 -2.46212 0.33814 0.075 -0.107 -0.091
H 1.88314 -2.08227 -3.02591 -0.215 -0.082 0.258
H 1.87056 -1.07121 -5.05005 0.058 -0.085 -0.024
H 1.66110 0.88179 -6.49693 0.032 0.009 -0.132
H 0.88554 3.04367 -5.56659 -0.010 0.096 -0.004
H 0.33305 3.20935 -3.15874 -0.093 0.127 0.027
H -2.62432 -1.08022 1.48042 0.017 -0.104 -0.021
H -3.67025 -2.20193 0.58589 0.211 0.029 -0.019
H -4.52216 0.06369 0.66633 -0.089 -0.023 -0.023
H -4.30719 -0.47417 -0.99678 -0.128 0.050 0.077
H -3.60755 1.96573 -0.36069 0.247 -0.125 -0.026
H -2.51119 1.01594 -1.39382 0.010 0.079 -0.006
H -2.54500 2.97254 1.34091 -0.178 -0.184 -0.072
H -1.36858 4.22043 2.94742 -0.109 0.191 0.035
H 0.01742 4.30489 4.99080 0.028 0.036 -0.008
H 1.24874 2.28155 5.70983 0.050 -0.003 0.132
H 1.03067 0.17268 4.45533 0.039 -0.018 0.024
I 5.21746 -1.15389 3.71880 -0.372 0.325 -0.431
C 3.96428 -0.22880 2.32418 0.343 -0.113 0.236
C 4.25281 0.82311 1.47727 -0.095 -0.347 0.318
N 3.13718 1.05488 0.76561 0.117 0.281 -0.309
N 2.15679 0.22008 1.10051 -1.690 0.100 -0.798
C 2.63350 -0.56462 2.05116 0.201 -0.024 0.090
H 5.15345 1.38907 1.36389 0.146 0.206 -0.125
H 2.96940 1.76054 0.06249 0.000 -0.093 0.056
H 2.02780 -1.31480 2.52240 -0.190 -0.060 -0.014
```
Forces are in eV/Å.

E_LUMO (alpha / beta) in Ha: -0.142 / -0.142
Spin multiplicity: 1
Electronic energy in a.u.: -1757.33814
F_max in eV Å⁻¹: 3.54
Total charge: +1
Orbital gap (alpha / beta) in eV: 6.68 / 6.68

Mulliken atomic charges, in units of e: number 1, Ir, carries 2.86; number 2, C, carries -1.33; number 3, N, carries 0.40; number 4, C, carries -0.77; number 5, C, carries -0.85; number 6, C, carries -0.71; number 7, N, carries 0.05; number 8, C, carries -0.14; number 9, C, carries 0.60; number 10, C, carries -0.94; number 11, C, carries -0.72; number 12, C, carries -0.46; number 13, C, carries -0.66; number 14, C, carries 0.60; number 15, O, carries -0.95; number 16, C, carries -0.88; number 17, C, carries -0.94; number 18, C, carries -0.86; number 19, N, carries 0.10; number 20, C, carries -0.21; number 21, C, carries 0.36; number 22, C, carries -0.78; number 23, C, carries -0.79; number 24, C, carries -0.56; number 25, C, carries -0.42; number 26, C, carries 0.48; number 27, O, carries -0.73; number 28, H, carries 0.33; number 29, H, carries 0.38; number 30, H, carries 0.33; number 31, H, carries 0.51; number 32, H, carries 0.17; number 33, H, carries 0.31; number 34, H, carries 0.50; number 35, H, carries 0.63; number 36, H, carries -0.03; number 37, H, carries 0.28; number 38, H, carries 0.38; number 39, H, carries 0.41; number 40, H, carries 0.41; number 41, H, carries 0.48; number 42, H, carries 0.33; number 43, H, carries 0.51; number 44, H, carries 0.40; number 45, H, carries 0.44; number 46, H, carries 0.56; number 47, H, carries 0.09; number 48, H, carries 0.35; number 49, H, carries 0.41; number 50, H, carries 0.41; number 51, H, carries 0.43; number 52, H, carries 0.48; number 53, I, carries 0.15; number 54, C, carries -0.90; number 55, C, carries -0.13; number 56, N, carries -0.41; number 57, N, carries 0.17; number 58, C, carries -0.51; number 59, H, carries 0.48; number 60, H, carries 0.17; number 61, H, carries 0.74

2.
ORCA calculation (ωB97M-V with the def2-TZVPD basis set) on one molecule with the formula C24H28N2O4 in a non-equilibrium geometry.

```
58
Properties=species:S:1:pos:R:3:forces:R:3
C -3.28971 -0.68163 1.44270 0.244 -0.023 -0.014
C -1.98641 -1.46995 1.39943 -0.312 -0.127 0.003
C -2.23920 -2.96117 1.61369 0.573 0.067 -0.121
C -0.97303 -3.82258 1.65354 -0.500 -0.007 0.402
O -0.39609 -4.01046 0.37509 0.123 0.058 -0.307
C 0.57303 -3.19362 -0.10262 0.221 -0.001 -0.299
C 1.18406 -2.14745 0.58431 -0.192 -0.147 0.267
C 2.15025 -1.37876 -0.03434 0.122 -0.179 -0.257
C 2.53952 -1.63784 -1.34338 -0.034 -0.412 0.129
C 3.55941 -0.81571 -2.04221 0.185 -0.034 0.125
O 4.47363 -1.27753 -2.69331 -0.031 -0.145 -0.162
N 3.44635 0.54138 -1.87230 0.289 0.347 0.003
C 2.32358 1.24006 -1.38386 -0.871 -0.094 -0.563
C 1.08571 0.90995 -1.82202 0.956 0.243 -0.030
C -0.15451 1.43076 -1.35106 -0.927 0.064 0.137
C -1.33433 0.98547 -1.82566 0.916 -0.061 0.010
C -2.64919 1.42751 -1.41807 -0.662 0.193 0.146
C -2.85400 2.51082 -0.55677 0.055 -0.118 -0.130
C -4.13074 2.88773 -0.19132 -0.009 0.059 0.071
C -5.23228 2.19654 -0.67209 -0.056 -0.052 -0.022
C -5.04730 1.12482 -1.53041 -0.172 0.037 0.041
C -3.77227 0.74732 -1.90126 0.277 0.075 0.048
C 2.59455 2.24620 -0.32705 0.350 -0.112 0.058
O 1.78716 3.07760 0.05606 -0.296 0.146 0.110
N 3.85448 2.17964 0.18750 0.260 -0.097 -0.025
C 4.18132 2.90249 1.39264 -0.204 -0.034 0.322
C 3.84719 2.06765 2.63991 0.325 0.304 -0.075
O 2.55448 1.52389 2.57506 -0.440 -0.090 -0.004
C 1.97016 -2.72020 -2.01116 0.114 0.237 0.086
C 0.99455 -3.47850 -1.40619 -0.190 -0.059 0.198
H -3.96522 -1.01256 0.65724 -0.119 -0.006 -0.077
H -3.09847 0.37847 1.29905 -0.089 0.125 -0.017
H -3.78580 -0.81696 2.40152 -0.103 0.005 0.109
H -1.31968 -1.09673 2.18007 0.126 0.010 -0.021
H -1.49877 -1.30710 0.43597 0.091 0.025 0.027
H -2.76476 -3.10181 2.56094 -0.059 -0.051 0.039
H -2.88095 -3.33707 0.81426 -0.084 -0.078 0.028
H -1.24388 -4.83318 1.97771 0.114 0.157 0.012
H -0.24841 -3.41863 2.36673 0.002 -0.067 -0.041
H 0.91566 -1.90675 1.59968 -0.068 0.002 0.083
H 2.60227 -0.57631 0.52923 0.012 0.142 0.064
H 4.18853 1.08619 -2.29628 -0.059 -0.186 -0.033
H 1.02332 0.14176 -2.58505 0.041 -0.001 -0.038
H -0.10406 2.19405 -0.59223 -0.069 0.063 0.057
H -1.32389 0.20689 -2.58085 0.055 -0.084 -0.082
H -2.00752 3.06355 -0.18037 0.094 0.075 0.046
H -4.27183 3.72785 0.47312 0.002 0.063 0.047
H -6.22885 2.49467 -0.38235 -0.078 0.024 0.021
H -5.90173 0.58470 -1.91185 -0.055 -0.043 -0.028
H -3.63335 -0.09024 -2.57047 0.036 -0.077 -0.069
H 4.40890 1.36149 -0.01858 -0.154 0.050 -0.090
H 3.57527 3.81300 1.38648 0.192 -0.056 0.037
H 5.24003 3.16880 1.38812 -0.058 0.052 0.024
H 4.52378 1.21145 2.72073 0.019 0.105 0.021
H 3.96942 2.69493 3.53492 0.091 -0.084 -0.092
H 1.94152 2.21673 2.29431 0.020 -0.063 -0.025
H 2.29417 -2.94459 -3.01626 0.038 -0.043 -0.095
H 0.53385 -4.30698 -1.92069 -0.055 -0.098 -0.057
```
Forces are in eV/Å.

E_LUMO in Ha: -0.014
Spin multiplicity: 1
SMILES string: CCCCOc1ccc(C(=O)N/C(=C/C=C/c2ccccc2)C(=O)NCCO)cc1
ΔE to the lowest compared entry with this formula, charge and spin in kJ/mol: 264.4
Electronic energy in a.u.: -1341.82096
F_max in eV Å⁻¹: 1.04
Total charge: 0
Orbital gap in eV: 7.54

Mulliken atomic charges, in units of e: number 1, C, carries -1.53; number 2, C, carries 0.48; number 3, C, carries -0.65; number 4, C, carries -0.68; number 5, O, carries -0.45; number 6, C, carries 0.85; number 7, C, carries -0.11; number 8, C, carries -0.22; number 9, C, carries -0.24; number 10, C, carries 0.18; number 11, O, carries -0.67; number 12, N, carries -0.14; number 13, C, carries -0.30; number 14, C, carries -0.52; number 15, C, carries -0.41; number 16, C, carries -0.47; number 17, C, carries 1.02; number 18, C, carries -0.45; number 19, C, carries -0.60; number 20, C, carries -0.44; number 21, C, carries -0.58; number 22, C, carries -0.55; number 23, C, carries 0.46; number 24, O, carries -0.75; number 25, N, carries -0.13; number 26, C, carries -0.82; number 27, C, carries -0.42; number 28, O, carries -0.47; number 29, C, carries -0.74; number 30, C, carries -0.73; number 31, H, carries 0.33; number 32, H, carries 0.29; number 33, H, carries 0.49; number 34, H, carries 0.18; number 35, H, carries -0.02; number 36, H, carries 0.39; number 37, H, carries 0.30; number 38, H, carries 0.33; number 39, H, carries 0.35; number 40, H, carries 0.34; number 41, H, carries 0.47; number 42, H, carries 0.31; number 43, H, carries 0.55; number 44, H, carries 0.52; number 45, H, carries 0.30; number 46, H, carries 0.41; number 47, H, carries 0.40; number 48, H, carries 0.40; number 49, H, carries 0.38; number 50, H, carries 0.36; number 51, H, carries 0.32; number 52, H, carries 0.38; number 53, H, carries 0.39; number 54, H, carries 0.33; number 55, H, carries 0.33; number 56, H, carries 0.34; number 57, H, carries 0.42; number 58, H, carries 0.46

3.
ORCA calculation (ωB97M-V with the def2-TZVPD basis set) on C24H28N2O7S as an isolated structure in a non-equilibrium geometry.

```
62
Properties=species:S:1:pos:R:3:forces:R:3
C 5.45656 0.97076 1.98629 2.454 -1.554 -1.348
H 6.50464 0.80597 2.41516 -1.783 0.430 -0.125
O 5.73275 0.49205 0.59839 -3.076 -0.826 -0.873
C 4.60954 0.50309 -0.31426 0.681 -0.465 -1.496
C 3.33217 0.88585 -0.18316 1.498 3.159 10.230
C 2.30073 1.08432 -1.00210 -1.332 1.182 0.673
C 2.60377 0.61951 -2.17091 1.143 -1.469 -11.523
C 3.90849 0.20892 -2.71747 -1.655 0.728 6.753
C 4.81716 0.10022 -1.67749 4.288 -1.804 -0.030
O 6.12255 -0.50595 -1.84875 -1.913 1.681 0.377
H 6.55001 -0.23293 -1.00846 0.225 -0.535 -0.660
H 4.08963 -0.06383 -3.68220 0.345 -0.717 -2.297
H 1.99251 0.65044 -3.24669 0.230 0.393 3.443
C 1.05811 1.80130 -0.76589 2.527 -0.100 -6.770
C 0.39445 1.68398 0.25005 -4.780 -0.951 12.490
C -1.01179 2.20592 0.72231 5.453 0.993 -7.906
O -1.58913 1.80832 1.60820 -3.680 -1.350 5.243
O -1.38366 3.00953 -0.31118 0.710 0.828 -0.555
C -2.50185 3.80594 -0.26920 -3.227 -1.353 7.356
C -3.80266 2.79802 0.21462 11.562 -0.416 -11.175
O -4.58893 2.99719 0.90921 -12.279 5.878 14.560
N -4.05378 1.78051 -0.56390 6.972 -2.555 -9.428
C -3.16258 1.44492 -1.82610 1.732 0.063 -0.045
H -3.92081 1.17058 -2.52467 -0.409 -0.228 -0.779
H -2.50089 2.31505 -2.42130 -1.737 -2.268 2.233
C -2.25143 0.08896 -1.61838 -1.312 1.366 3.748
N -3.19670 -1.16359 -1.13390 -4.127 16.125 0.157
S -2.47526 -2.34057 -1.17736 0.402 -18.900 6.282
O -3.57154 -3.44782 -0.51513 4.493 4.393 -2.586
O -2.01235 -2.74585 -2.41442 1.511 -0.084 -4.046
C -1.05322 -2.26349 -0.13202 0.640 0.516 0.399
C 0.08003 -2.10438 -0.87691 2.639 0.976 13.029
C 1.32481 -1.86907 -0.03678 0.182 -1.748 -2.924
C 1.28119 -2.15034 1.30566 1.091 2.905 1.922
C 0.08250 -2.38591 1.98475 3.247 0.443 4.176
C -1.04355 -2.30397 1.33883 -4.265 -2.875 -4.123
C -2.28805 -2.84517 1.90773 0.115 2.411 9.517
H -2.07136 -3.55658 3.12004 -0.377 1.727 -4.101
H -2.72706 -1.91981 2.59055 0.880 -1.635 -1.396
H -3.19458 -3.13817 1.52630 -1.079 -1.249 -1.964
H 0.19881 -2.49685 3.21755 -0.801 -0.005 -3.549
C 2.43046 -1.78399 2.34999 4.225 -14.131 -13.461
H 2.73472 -2.83581 2.63116 -0.411 1.628 1.390
H 3.33987 -1.70727 1.48629 -1.792 0.664 2.597
H 2.33510 -1.04287 2.81601 -1.548 10.499 7.518
H 2.36232 -1.75738 -0.60454 -2.374 0.024 1.386
H 0.16530 -2.12281 -1.78331 0.556 -0.116 -9.992
C -3.82972 -0.74831 0.08064 -1.330 6.898 -3.015
H -4.54978 -1.36397 0.21579 -4.371 -4.447 1.851
H -3.42583 -0.26441 0.92366 2.003 -0.453 0.874
C -4.79479 0.66353 -0.35245 1.643 -4.296 -1.476
H -5.48026 0.41490 -1.17348 0.104 0.043 0.312
H -5.19347 1.01912 0.46669 -3.693 0.062 4.739
H -1.80476 -0.37952 -2.42809 0.926 0.174 -2.108
H -1.43014 0.21890 -0.75423 -1.996 -0.244 -1.973
H -2.50541 4.48374 0.85396 0.144 -1.201 -3.933
H -2.81514 4.20296 -1.19033 0.317 1.038 -0.971
H 0.74995 1.23264 1.30398 0.009 0.359 -2.745
H 0.55262 2.22216 -1.64059 0.519 0.137 0.022
H 3.20357 1.41156 1.24509 -0.150 -1.490 -4.253
H 5.26249 1.97082 1.74657 -0.406 1.778 0.885
H 4.65370 0.46898 2.55016 0.439 -0.037 -0.536
```
Forces are in eV/Å.

E_LUMO in Ha: 0.003
Spin multiplicity: 1
ΔE to the lowest compared entry with this formula, charge and spin in kJ/mol: 2191.0
Electronic energy in a.u.: -1964.91454
F_max in eV Å⁻¹: 19.97
Total charge: 0
Orbital gap in eV: 8.99

Mulliken atomic charges, in units of e: number 1, C, carries -0.86; number 2, H, carries 0.25; number 3, O, carries -0.54; number 4, C, carries 0.39; number 5, C, carries 0.82; number 6, C, carries 0.66; number 7, C, carries 0.01; number 8, C, carries -1.54; number 9, C, carries 0.39; number 10, O, carries -0.64; number 11, H, carries 0.42; number 12, H, carries 0.57; number 13, H, carries 0.03; number 14, C, carries -0.27; number 15, C, carries -0.34; number 16, C, carries 0.09; number 17, O, carries -0.48; number 18, O, carries -0.21; number 19, C, carries -0.73; number 20, C, carries 0.81; number 21, O, carries -0.41; number 22, N, carries 0.04; number 23, C, carries -1.32; number 24, H, carries 0.62; number 25, H, carries 0.19; number 26, C, carries -0.60; number 27, N, carries 0.21; number 28, S, carries 1.10; number 29, O, carries -0.86; number 30, O, carries -0.74; number 31, C, carries -0.56; number 32, C, carries -1.26; number 33, C, carries -0.19; number 34, C, carries 0.70; number 35, C, carries -0.66; number 36, C, carries 1.11; number 37, C, carries -1.65; number 38, H, carries 0.19; number 39, H, carries 0.24; number 40, H, carries 0.55; number 41, H, carries 0.11; number 42, C, carries -1.50; number 43, H, carries 0.38; number 44, H, carries -0.01; number 45, H, carries 0.89; number 46, H, carries 0.32; number 47, H, carries 1.29; number 48, C, carries -0.80; number 49, H, carries 0.96; number 50, H, carries 0.21; number 51, C, carries -1.55; number 52, H, carries 0.28; number 53, H, carries 0.85; number 54, H, carries 0.99; number 55, H, carries 0.15; number 56, H, carries 0.25; number 57, H, carries 0.50; number 58, H, carries -0.08; number 59, H, carries 0.48; number 60, H, carries 0.02; number 61, H, carries 0.52; number 62, H, carries 0.19